(1)
A structure of composition C5H4N in a non-equilibrium geometry, computed with ωB97M-V/def2-TZVPD.

Summary:
energy: -247.1499 Ha
ΔE to the lowest compared entry with this formula, charge and spin: 70.32 kcal/mol
maximum force: 3.613 eV/A
total charge: +1

CARTESIAN COORDINATES (ANGSTROEM)
C -1.20525 -0.69444 -0.07593
C -2.35508 -0.10018 -0.09050
C 2.17203 0.74099 -0.37853
C -0.04863 -1.11027 -0.10957
C 1.51752 0.01042 0.36488
N -3.22152 0.66284 0.03268
H 2.09077 1.51359 -1.08097
H 1.65498 -0.39250 1.43716
H 0.52518 -1.94661 -0.37521
H -3.78244 1.48444 0.32090

=====

(2)
The molecule C8H12F4N2 in a non-equilibrium geometry, computed with ωB97M-V/def2-TZVPD.

Summary:
energy: -820.9137 Ha
ΔE to the lowest compared entry with this formula, charge and spin: 19.71 kcal/mol
maximum force: 5.570 eV/A

CARTESIAN COORDINATES (ANGSTROEM)
C 1.38983 1.65096 0.02083
C 0.10526 1.71947 -0.20661
C -0.99619 0.70381 -0.24568
C 2.10400 0.40641 0.35234
C -0.55587 -0.75487 0.15250
C 0.75265 -0.97051 -0.54050
C -2.18792 1.06844 0.66590
C -1.63866 -1.72010 -0.27402
N 2.47625 0.23508 1.64917
N 0.76687 -1.04903 -1.91439
F -0.33756 2.91488 -0.63984
F 3.22173 0.29523 -0.43542
F -0.34570 -0.76130 1.54179
F 1.31796 -2.13253 -0.17444
H 1.82555 2.62799 -0.11473
H -1.28250 0.55691 -1.21842
H -2.48748 2.03809 0.70783
H -2.02037 0.91613 1.65658
H -3.15577 0.62822 0.51800
H -1.10074 -2.66994 -0.23673
H -1.94124 -1.56222 -1.22144
H -2.48017 -1.85726 0.50558
H 1.76976 0.32477 2.31177
H 2.89444 -0.65553 1.92139
H 0.50309 -0.27548 -2.46614
H 1.40279 -1.67763 -2.31532

=====

(3)
A cluster of 2 separate species, C2H8O5P2 in total in a non-equilibrium geometry, computed with ωB97M-V/def2-TZVPD.

Summary:
energy: -1139.9264 Ha
maximum force: 5.353 eV/A
<S²>: 2.0065
multiplicity: 3

CARTESIAN COORDINATES (ANGSTROEM)
C -2.43639 1.19444 1.93348
C 1.34644 -0.54071 -2.31590
O -0.77855 -1.00670 1.85044
O -1.62652 -0.00764 -0.25168
O 2.86287 0.06928 -0.12565
O 1.31395 -1.89113 0.28087
O 0.19430 1.28510 1.02448
P -1.06174 0.40982 1.26920
P 1.48525 -0.64789 -0.45811
H -2.98307 1.61992 1.15345
H -2.54697 1.62310 2.90540
H 0.73087 0.33950 -2.61468
H 2.21630 -0.23494 -2.80241
H 0.07260 -1.39940 1.50822
H 0.79336 -1.46475 -2.62849
H 3.00978 0.97671 -0.49651
H -2.59248 -0.32473 -0.23211

=====

(4)
The molecule C5H11N3 in a non-equilibrium geometry, computed with ωB97M-V/def2-TZVPD.

Summary:
energy: -361.3644 Ha
SMILES: C/N=C(\C)C=C(N)N
ΔE to the lowest compared entry with this formula, charge and spin: 15.71 kcal/mol
maximum force: 1.801 eV/A

CARTESIAN COORDINATES (ANGSTROEM)
C 2.49035 0.98733 0.29783
N 1.09487 0.86329 -0.09559
C 0.57898 -0.31649 -0.21234
C 1.33072 -1.59587 0.08587
C -0.83498 -0.49422 -0.66546
C -1.84889 0.32196 -0.32222
N -1.68167 1.46608 0.40444
N -3.12528 0.03398 -0.70343
H 2.80913 2.02403 0.15017
H 3.15158 0.36269 -0.31133
H 2.62359 0.74836 1.35716
H 0.66381 -2.46200 0.04894
H 2.12694 -1.73804 -0.64873
H 1.76020 -1.54595 1.09046
H -1.02097 -1.37929 -1.26112
H -0.69307 1.62725 0.62678
H -2.25503 1.48766 1.23861
H -3.83179 0.54725 -0.19079
H -3.33843 -0.93807 -0.88927

=====

(5)
The molecule C10H19N3O4 in a non-equilibrium geometry, computed with ωB97M-V/def2-TZVPD.

Summary:
energy: -857.7242 Ha
SMILES: CC[C@H](C)[C@H](N)C(=O)N[C@@H](CC(N)=O)C(=O)O
ΔE to the lowest compared entry with this formula, charge and spin: 20.28 kcal/mol
maximum force: 3.268 eV/A

CARTESIAN COORDINATES (ANGSTROEM)
C -0.59721 -3.51865 1.98255
C -0.91632 -2.27470 1.14726
C -1.18713 -1.01267 1.94258
C -2.35020 -1.08572 2.95796
C -1.31353 0.25867 1.05520
N -2.52276 0.20363 0.18043
C -0.02381 0.51514 0.26315
O 1.09452 0.43777 0.76767
N -0.23130 0.65096 -1.07270
C 0.83385 1.09822 -1.92752
C 1.45144 2.41693 -1.45234
C 2.26123 3.10146 -2.61578
N 3.61408 3.27897 -2.41726
O 1.76947 3.50300 -3.61788
C 1.92810 0.00849 -2.05827
O 3.07028 0.35868 -2.17029
O 1.45353 -1.22999 -1.97892
H -0.34067 -4.29626 1.28632
H 0.10000 -3.29395 2.77821
H -1.47831 -3.92071 2.48611
H -1.69675 -2.53126 0.40198
H -0.06013 -2.07299 0.48390
H -0.32576 -0.73043 2.54234
H -2.21608 -1.98110 3.63206
H -3.36038 -1.24240 2.44241
H -2.26695 -0.17925 3.57441
H -1.50353 1.15470 1.68157
H -3.36028 0.30881 0.74007
H -2.53133 -0.74017 -0.22003
H -1.20935 0.85728 -1.25986
H 0.45048 1.33214 -2.92941
H 2.09643 2.26323 -0.55676
H 0.69610 3.13055 -1.10701
H 4.19551 2.68021 -1.87971
H 4.01320 3.79174 -3.20821
H 0.46354 -1.24031 -1.87424

=====

(6)
A cluster of 3 separate species, C13H34INO2PS in total, computed with ωB97M-V/def2-TZVPD.

Summary:
energy: -1758.1133 Ha
maximum force: 0.717 eV/A
total charge: -1

CARTESIAN COORDINATES (ANGSTROEM)
C -1.58097 -0.71510 4.02011
C -1.24692 0.21873 2.86596
C -1.05794 -0.40911 1.49891
I -2.93136 -1.32981 0.90039
P -0.47624 0.84151 0.07367
S 1.51997 1.09471 1.33040
C 0.42551 -0.61280 -0.91022
C -0.46201 -1.27247 -1.88991
N -0.84263 -0.82363 -3.02059
H -2.59953 -1.10914 3.96845
H -1.46488 -0.17202 4.96252
H -0.89548 -1.56800 4.04594
H -1.99731 1.01504 2.79333
H -0.30145 0.71730 3.09726
H -0.39528 -1.27452 1.55755
H -1.08211 1.91008 0.83989
H 0.06749 1.80313 -0.86605
H -1.65753 0.67744 -0.71762
H 2.02331 2.04333 0.53306
H 0.84782 -1.32428 -0.20110
H 1.25546 -0.12666 -1.43176
H -0.86736 -2.25162 -1.60875
H -0.41513 0.09491 -3.17677
C -2.11045 -3.15837 -7.62181
C -0.63071 -3.35075 -7.33561
O 0.21410 -2.43193 -8.00896
C -0.00362 -1.06180 -7.69427
C 0.12639 -0.73627 -6.21895
H -2.29815 -3.17140 -8.69711
H -2.67941 -3.96581 -7.15855
H -2.48637 -2.21981 -7.21413
H -0.30686 -4.33043 -7.68997
H -0.45406 -3.31954 -6.25540
H -0.98506 -0.73892 -8.06404
H 0.74782 -0.52844 -8.27789
H -0.65045 -1.19514 -5.60898
H 0.05004 0.34201 -6.06821
H 1.09112 -1.06915 -5.83252
C 0.70840 3.24314 4.67304
C 0.34550 2.47789 5.93492
O 0.94343 1.19447 6.03121
C 2.35611 1.16176 5.99912
C 3.01463 1.88696 7.16247
H 0.50969 2.64901 3.78027
H 0.11643 4.15944 4.62086
H 1.76079 3.53105 4.65563
H -0.72665 2.27626 5.95156
H 0.57558 3.07732 6.82647
H 2.73038 1.55128 5.04626
H 2.60775 0.10108 6.02914
H 2.84217 2.96359 7.12472
H 4.09359 1.72435 7.13265
H 2.63247 1.51114 8.11336